No. 1
71
Properties=species:S:1:pos:R:3:mulliken_charge:R:1 method="wB97M-V/def2-TZVPD" e_lumo_ev="-9.062 / -12.461" relative_energy_kcal_mol=22.0 charge=+3 multiplicity=5
C 4.40964 2.90196 -4.26263 -1.039
C 3.44687 1.92362 -3.71982 0.531
H 4.66018 2.60520 -5.29005 0.360
H 5.30152 2.90938 -3.62418 0.358
H 3.95470 3.90081 -4.23308 0.369
O 2.98223 0.93617 -4.22963 -0.370
I 2.97731 2.76649 -1.35652 -0.278
Pt 1.51179 0.70059 -1.76290 2.551
P -0.46499 1.83222 -2.28967 0.638
C -1.90891 0.73394 -2.44763 -0.930
C -0.77312 3.06987 -1.01845 -0.983
H -1.37764 3.88055 -1.44821 0.476
H -1.16181 3.36669 -3.97362 0.525
H 0.17720 3.47751 -0.65357 0.224
H 0.62086 3.27927 -3.88777 0.281
H -1.90732 -0.03775 -1.66260 -0.125
H -1.30405 2.62372 -0.16965 -0.024
C -0.30194 2.69798 -3.85337 -1.327
H -2.83685 1.32137 -2.38482 0.462
H -0.29877 1.97053 -4.66771 0.368
H -1.87620 0.24044 -3.42892 0.491
P 2.95890 -0.79899 -0.69619 0.529
C 2.50163 -2.54170 -0.56348 -1.205
C 4.57218 -0.74506 -1.50828 -1.287
H 3.07905 0.87111 1.05830 0.229
H 4.16398 -0.53354 1.38019 0.533
H 2.38984 -0.66659 1.63863 -0.124
C 3.17464 -0.22180 1.00941 -0.879
H 4.97371 0.27573 -1.51660 0.302
H 5.25970 -1.41250 -0.96636 0.546
H 3.40581 -3.16666 -0.57389 0.563
H 1.86207 -2.83427 -1.40410 0.354
H 4.46142 -1.09712 -2.54164 0.359
H 1.96664 -2.72235 0.37871 0.275
C 1.31584 -0.45078 -3.25333 -0.202
O 1.15159 -1.20148 -4.12571 -0.454
O 0.08415 0.42997 0.26664 -0.024
Si -0.96535 -0.26966 1.23859 -0.191
C -2.35526 0.84089 1.88734 0.911
C -2.56543 0.99869 3.26071 -0.708
C -3.63155 1.77213 3.73277 -0.598
C -4.49627 2.40744 2.83802 -0.616
C -4.28583 2.27093 1.46197 -0.890
C -3.21530 1.49683 0.98790 -0.029
C -1.85765 -1.71887 0.43371 0.479
C -1.09509 -2.82328 0.02266 -0.041
C -1.72690 -3.96617 -0.50161 -0.797
C -3.11722 -3.98182 -0.64654 -0.678
C -3.86867 -2.87021 -0.28498 -0.723
C -3.24439 -1.74452 0.26543 -0.271
C -0.15303 -0.95105 2.78659 0.268
C 0.73938 -0.11284 3.48105 -0.051
C 1.29957 -0.53711 4.69340 -0.646
C 1.00231 -1.80444 5.20071 -0.532
C 0.14777 -2.64973 4.48712 -0.549
C -0.42963 -2.22857 3.28100 -0.473
H -1.90267 0.50202 3.96848 0.401
H -3.78063 1.88109 4.80622 0.476
H -5.33387 3.00055 3.20301 0.465
H -4.94208 2.76136 0.74287 0.490
H -3.07144 1.38430 -0.08903 0.547
H -0.00756 -2.80488 0.12816 0.385
H -1.11483 -4.82793 -0.77830 0.470
H -3.60144 -4.87885 -1.04838 0.409
H -4.94892 -2.86949 -0.41526 0.439
H -3.84753 -0.89867 0.58258 0.446
H 0.98737 0.86262 3.07594 0.531
H 1.97027 0.13352 5.23144 0.501
H 1.43740 -2.12832 6.14503 0.468
H -0.07804 -3.64492 4.86794 0.498
H -1.09932 -2.88560 2.73600 0.532

No. 2
80
Properties=species:S:1:pos:R:3:mulliken_charge:R:1 method="wB97M-V/def2-TZVPD" e_lumo_ev=-0.765
N -3.84491 0.33735 1.45683 -0.369
C -3.07328 0.57436 0.22128 -0.509
C -1.52297 0.68280 0.48563 0.995
C -0.98795 1.19066 1.75301 -0.586
C 0.47057 1.31678 1.94426 -1.045
C 1.29167 0.91383 0.83349 0.114
C 0.75794 0.39657 -0.46530 0.969
C -0.66672 0.27056 -0.64801 -0.831
C 1.95915 0.11063 -1.41202 -0.045
O 2.10658 -0.65653 -2.31677 -0.544
N 2.96484 1.04638 -0.83866 0.180
P 2.75897 2.61702 -1.50326 1.023
O 2.34027 2.41987 -2.92231 -0.703
O 1.59392 3.53626 -0.77932 -0.499
O 4.14731 3.51299 -1.50296 -0.481
C 2.83316 0.91954 0.61997 0.224
O 3.70041 0.79860 1.42536 -0.499
H -4.00412 1.22453 1.94072 0.284
H -4.75528 -0.03006 1.15697 0.116
H -3.36163 1.58599 -0.19505 0.248
H -3.23205 -0.18679 -0.57670 0.359
H -1.68646 1.48756 2.56708 0.265
H 0.93573 1.72062 2.86723 0.434
H -1.05832 -0.11506 -1.60983 0.302
H 1.68888 3.53053 0.19718 0.360
H 3.82180 4.44206 -1.46004 0.182
C 6.21134 3.15164 -4.03681 -0.190
C 7.64112 3.44415 -3.98387 0.221
N 8.76496 3.67575 -3.94307 -0.383
H 6.01547 2.19315 -4.51996 0.328
H 5.77268 3.10750 -3.03844 -0.101
H 5.66737 3.91305 -4.59695 0.116
C -5.37527 -3.07892 2.62389 -0.402
C -6.18031 -2.37475 1.62879 0.214
N -6.80936 -1.81620 0.84626 -0.460
H -4.66235 -3.75613 2.15493 0.285
H -4.80515 -2.38230 3.24048 0.014
H -5.99639 -3.67200 3.29271 0.320
C 5.53222 -1.05038 -2.16708 -0.491
C 6.60473 -1.66415 -2.94529 0.126
N 7.44737 -2.14730 -3.55772 -0.386
H 4.63135 -0.91626 -2.76808 0.162
H 5.25793 -1.66261 -1.30680 0.346
H 5.81645 -0.06655 -1.79064 0.240
C -1.38082 -2.91509 -4.14251 -0.903
C -2.12203 -2.30247 -3.04461 0.484
N -2.70344 -1.81933 -2.18011 -0.432
H -1.94455 -2.87455 -5.07545 0.296
H -0.42944 -2.40838 -4.31241 0.250
H -1.16071 -3.96370 -3.93848 0.280
C -5.39910 -7.44786 3.44551 -0.892
C -4.80791 -6.19348 3.90106 0.485
N -4.34231 -5.20654 4.25904 -0.433
H -5.58897 -7.43208 2.37135 0.284
H -4.74265 -8.29483 3.64910 0.307
H -6.34994 -7.64402 3.94277 0.281
C -2.38912 -1.22838 5.85566 -0.848
C -3.19571 -0.50784 4.87414 0.342
N -3.82885 0.05438 4.09698 -0.380
H -1.68066 -1.90367 5.37322 0.301
H -1.81314 -0.54509 6.48047 0.387
H -3.00909 -1.82781 6.51876 0.135
C 0.32780 3.67993 -5.53125 -0.490
C -0.68721 4.70614 -5.75373 0.284
N -1.48484 5.51348 -5.92880 -0.361
H 1.29911 3.98675 -5.92111 0.218
H 0.45749 3.46619 -4.46851 0.065
H 0.06251 2.74206 -6.02097 0.279
C -2.89487 -5.09833 7.57625 -0.548
C -2.29447 -3.85322 8.04507 0.401
N -1.82163 -2.87351 8.41357 -0.416
H -3.09279 -5.06670 6.50301 0.050
H -2.24092 -5.95120 7.76383 0.299
H -3.84317 -5.29676 8.07761 0.276
C 4.47529 6.65774 -4.05053 -0.690
C 4.23694 6.72464 -2.61226 0.521
N 4.04814 6.78029 -1.47981 -0.485
H 5.54257 6.64528 -4.27761 0.285
H 4.03688 5.75785 -4.48499 0.126
H 4.04080 7.51487 -4.56660 0.337

No. 3
90
Properties=species:S:1:pos:R:3:mulliken_charge:R:1 method="wB97M-V/def2-TZVPD" e_lumo_ev=-0.186 relative_energy_kcal_mol=122.0
C 0.67762 0.59490 -2.08912 -0.195
C 0.21632 -0.17964 -0.85439 -0.372
O 0.31766 0.74411 0.24915 -0.236
C 0.42473 1.89732 -0.25380 0.689
O 0.44523 2.92095 0.39397 -0.622
O 0.49658 1.86687 -1.61517 -0.330
H -0.01623 0.38484 -2.90309 0.251
H 1.71372 0.43009 -2.38483 0.235
H 0.78748 -1.09110 -0.67796 0.335
H -0.84852 -0.33879 -1.02442 0.244
C -1.15758 2.34367 5.83556 -0.174
C -1.43959 3.78722 6.22137 -0.273
O -1.14028 3.82760 7.54990 -0.319
C -0.76769 2.70215 8.03485 0.722
O -0.30429 2.53214 9.19946 -0.601
O -0.63888 1.84148 7.01997 -0.324
H -0.35691 2.27372 5.09927 0.199
H -2.05557 1.79564 5.55030 0.226
H -2.47872 4.04641 6.01857 0.292
H -0.75265 4.35409 5.59299 0.253
C -3.16320 -5.64866 1.24751 -0.286
C -2.33395 -6.83151 0.75450 -0.220
O -2.41536 -7.70548 1.82502 -0.321
C -3.07600 -7.17747 2.85204 0.679
O -3.38553 -7.79352 3.86627 -0.573
O -3.26977 -5.86089 2.62791 -0.300
H -4.14900 -5.52805 0.79834 0.252
H -2.56501 -4.75450 1.07215 0.217
H -1.30680 -6.58705 0.48378 0.309
H -2.90749 -7.19324 -0.09891 0.246
C 4.66776 3.35648 4.00512 -0.246
C 4.31835 1.97314 4.41627 -0.276
O 3.85080 2.16253 5.68813 -0.303
C 4.16778 3.31815 6.17054 0.669
O 3.92576 3.73609 7.29556 -0.578
O 4.85795 3.98801 5.24788 -0.318
H 3.88848 3.70519 3.32746 0.248
H 5.54091 3.29278 3.35576 0.297
H 5.18456 1.31706 4.50191 0.237
H 3.53114 1.51523 3.81733 0.270
C 5.86073 -2.77705 -6.06266 -0.247
C 4.86133 -1.85427 -5.37084 -0.296
O 3.67890 -1.98826 -6.17939 -0.319
C 3.91456 -2.74950 -7.15734 0.724
O 3.16881 -2.94670 -8.03453 -0.564
O 5.10557 -3.17612 -7.14176 -0.337
H 6.23844 -3.63204 -5.50190 0.275
H 6.68835 -2.12300 -6.33716 0.224
H 5.26490 -0.84734 -5.47723 0.266
H 4.64004 -2.22172 -4.36878 0.275
C 0.20670 -3.39033 4.49139 -0.253
C 1.25044 -2.99714 5.55650 -0.165
O 2.48255 -3.14674 4.83075 -0.343
C 2.20569 -3.25575 3.39615 0.617
O 2.99501 -3.19551 2.46151 -0.532
O 0.82260 -3.30202 3.23681 -0.292
H -0.69375 -2.77918 4.42967 0.288
H -0.05148 -4.42644 4.71026 0.230
H 1.17542 -3.70207 6.38448 0.241
H 1.16365 -2.04753 6.08452 0.206
C -6.76649 0.42783 -0.40719 -0.243
C -5.49382 1.20700 -0.65966 -0.279
O -4.60169 0.65552 0.31881 -0.307
C -5.19778 -0.31322 1.05707 0.658
O -4.68445 -0.98933 1.90854 -0.530
O -6.45678 -0.47107 0.61072 -0.342
H -7.04208 -0.00630 -1.36827 0.278
H -7.49966 1.16441 -0.07854 0.258
H -5.58714 2.27532 -0.46454 0.240
H -5.17750 1.11755 -1.69891 0.266
C 1.41443 7.96073 -1.70043 -0.279
C 2.56657 8.63225 -2.46346 -0.292
O 2.36638 9.97886 -2.16517 -0.305
C 1.07858 10.19787 -1.87086 0.652
O 0.61350 11.32104 -1.78863 -0.531
O 0.41704 8.97177 -1.68133 -0.314
H 1.63966 7.70992 -0.66387 0.248
H 0.97167 7.10717 -2.21376 0.257
H 2.57920 8.50038 -3.54538 0.261
H 3.52351 8.15588 -2.25031 0.304
C -3.62913 -3.80843 -8.69698 -0.234
C -2.21592 -4.25233 -8.64023 -0.317
O -1.92274 -3.99944 -7.27865 -0.335
C -2.59471 -2.95573 -6.85827 0.727
O -2.47083 -2.35618 -5.84244 -0.554
O -3.57273 -2.70551 -7.73174 -0.347
H -4.39010 -4.49724 -8.33016 0.263
H -3.78015 -3.43558 -9.71004 0.276
H -1.52082 -3.72656 -9.29483 0.271
H -2.02787 -5.32582 -8.65939 0.251